[1]
Density functional theory data (ωB97M-V/def2-TZVPD) for a molecular structure, C24H45BrCeP2.

The geometry in XYZ format:
```
73
Properties=species:S:1:pos:R:3:forces:R:3
C 3.585 2.295 -5.512 -0.274 -0.174 0.141
C 0.232 3.272 1.272 0.146 0.456 0.065
H -2.712 -1.923 -2.407 0.351 0.152 -0.073
H 2.993 3.011 -4.931 0.103 -0.002 -0.218
H 5.942 2.227 -3.874 -0.175 -0.115 0.171
H -2.405 -3.218 1.197 -0.081 0.155 -0.183
H -5.882 -0.457 -2.153 -0.138 -0.081 -0.204
C -1.259 2.835 1.259 -0.042 0.210 -0.597
H -5.545 0.963 -5.793 0.204 -0.172 0.049
C -5.806 -0.492 -3.247 0.316 -0.082 0.129
H 1.526 2.368 -0.322 0.002 -0.099 0.376
H 0.324 4.191 0.678 -0.214 -0.160 0.107
H -1.754 3.410 2.055 -0.121 -0.199 -0.251
C 1.500 1.371 3.066 0.626 -0.590 0.269
P -4.262 0.395 -3.755 -0.930 0.304 -0.357
H 6.019 0.728 -5.816 -0.212 -0.148 0.047
H 5.603 -0.840 -5.048 0.052 0.125 -0.221
H -5.720 -1.540 -3.561 -0.157 0.179 0.112
H -4.909 2.217 -2.286 -0.055 0.127 -0.173
P 3.967 0.843 -4.433 0.712 0.501 -0.457
C 5.200 0.043 -5.557 -0.266 -0.269 0.184
Br 1.920 -1.685 2.923 -0.741 0.000 -0.469
H 0.490 3.578 2.294 0.160 -0.276 -0.255
H 2.640 0.736 1.219 -0.346 0.454 0.318
H 1.161 -2.150 -3.885 -0.110 0.047 0.144
H 5.656 0.905 -2.691 0.023 0.243 -0.055
H -4.664 -0.597 -5.945 0.006 0.224 -0.034
C -0.026 1.145 3.433 0.298 -0.151 0.321
C 1.444 -1.621 -2.970 0.249 0.318 -0.123
H -1.667 3.174 0.300 -0.225 -0.065 0.251
H -3.770 0.939 -6.065 -0.254 -0.098 -0.083
H -2.725 -1.581 0.611 0.061 -0.176 -0.084
C 1.251 2.293 0.742 -0.042 -0.231 0.380
H -0.048 0.406 4.257 0.120 0.357 -0.436
H -1.643 -2.707 -3.546 0.306 -0.034 0.249
H 3.284 -1.748 -0.836 -0.336 -0.330 -0.194
H -0.634 -3.814 2.100 0.410 -0.099 0.122
H -0.404 2.089 3.873 -0.176 -0.429 -0.538
C -1.034 -2.594 -0.326 1.163 -1.055 -1.017
H 4.497 2.778 -5.888 -0.225 -0.103 0.096
H 4.627 2.357 -2.655 0.234 -0.029 -0.038
C 1.850 1.427 1.582 -0.062 0.499 0.099
C 0.199 -3.004 0.314 -0.199 -0.472 -1.443
H 2.525 -1.733 -2.858 -0.190 0.075 -0.015
C -2.393 -2.590 0.300 -0.401 -0.344 0.039
C -0.966 0.591 2.354 -0.444 0.974 0.236
H 2.976 1.942 -6.353 0.121 0.205 0.101
H -4.078 2.814 -3.743 -0.234 0.000 0.091
H -1.176 -0.496 2.454 -0.135 0.516 -0.050
C -1.572 1.358 1.407 0.515 -0.163 1.093
C -1.673 -1.937 -2.765 -0.598 0.469 -0.141
H 0.070 -4.981 0.987 0.093 0.049 0.033
H 2.910 -2.163 0.829 -0.214 -0.465 -0.701
C 1.294 -2.598 -0.542 -1.841 -0.577 -1.307
C 2.732 -2.481 -0.225 1.102 0.030 0.744
H -6.700 -0.039 -3.699 0.213 -0.134 0.129
H 1.889 2.258 3.616 -0.394 -0.310 -0.577
H -2.369 0.967 0.746 0.464 -0.063 0.304
H 2.062 0.491 3.455 -0.514 1.066 -0.136
C 0.700 -2.105 -1.781 0.002 -1.442 1.097
C -4.609 0.433 -5.572 0.417 -0.057 0.095
H -1.477 -0.987 -3.263 -0.187 0.020 -0.098
H 3.217 -3.452 -0.344 0.209 0.067 -0.019
H 1.237 -0.558 -3.137 0.172 0.045 -0.277
H -3.169 -2.970 -0.383 0.261 0.141 0.206
H 1.144 -3.951 1.983 -0.017 -0.166 0.158
Ce 0.250 -0.534 0.169 1.140 1.947 1.273
C -4.833 2.110 -3.374 0.304 -0.062 0.104
C 5.179 1.674 -3.311 -0.256 -0.194 0.138
C -0.706 -2.174 -1.664 0.168 -0.495 0.850
C 0.217 -3.991 1.430 -0.320 0.145 0.225
H -5.803 2.324 -3.841 0.217 -0.008 0.146
H 4.686 -0.284 -6.468 0.189 0.015 0.134
```
Forces are in eV/Å.

Calculated values
- Charge: +1
- Largest force on an atom: 2.591 eV/A
- 2S+1: 2
- HOMO energy (alpha / beta): -11.00 / -11.00 eV
- <S²>: 0.75
- Frontier orbital gap (alpha / beta): 7.28 / 7.31 eV

[2]
Density functional theory data (ωB97M-V/def2-TZVPD) for a molecular structure, C24H45BrDyP2.

The geometry in XYZ format:
```
73
Properties=species:S:1:pos:R:3:forces:R:3
C -1.206 2.680 2.568 -0.288 0.027 -0.711
H 0.367 -4.341 3.057 -0.775 -0.073 -0.142
H -5.555 1.029 -4.439 -0.008 -0.109 -0.188
H -5.792 -1.556 -2.258 -0.037 0.148 0.037
C 2.771 -2.211 1.222 1.462 -0.978 0.194
H 0.953 -2.249 -2.364 0.303 0.181 -0.091
H -5.809 2.250 -2.614 -0.042 0.232 0.130
C -0.720 -1.780 -0.259 2.779 -1.436 1.384
C -2.362 -2.499 1.658 -0.643 -0.406 0.372
H 0.646 3.024 3.710 -0.178 -0.060 -0.758
C 1.234 2.049 1.903 2.723 -3.832 3.686
C 0.308 -3.246 3.171 0.597 -2.821 0.148
H -1.687 -0.581 3.509 0.335 -0.255 0.650
H -2.699 1.019 2.247 0.448 -0.280 -0.678
H -2.650 -1.919 -1.163 0.283 0.051 -0.194
C 0.757 -1.647 -0.404 -1.847 -2.851 3.655
C 1.862 0.937 2.656 -2.316 5.498 -2.463
H 1.304 -0.525 -2.171 0.166 -0.316 0.120
H -1.616 3.235 1.699 0.131 -0.291 0.449
H 3.083 -2.030 2.269 -0.365 -0.043 -0.517
H -0.217 -0.108 5.299 0.356 0.988 -0.078
C 3.571 2.289 -4.255 -0.007 -0.188 0.259
H 5.905 2.182 -2.653 0.137 0.132 0.205
H -0.349 1.698 5.020 -0.120 -0.319 -0.005
C -0.103 0.726 4.571 1.091 0.296 -0.225
C 1.521 0.772 4.112 0.962 1.675 2.767
H 3.001 3.052 -3.722 0.040 0.015 -0.089
P 3.947 0.860 -3.146 0.251 0.070 -0.248
Br 0.972 -1.169 3.357 -0.260 0.267 -1.067
H -2.258 -3.213 2.498 -0.153 0.355 -0.416
H 5.686 0.888 -1.443 -0.001 0.119 -0.024
H 2.496 -1.734 -1.624 -0.256 0.161 -0.114
H 3.000 -3.278 1.048 0.206 0.301 0.003
C -4.633 0.464 -4.293 0.278 -0.083 0.281
H -3.806 0.986 -4.781 -0.131 -0.065 -0.057
H 0.503 3.934 2.199 -0.239 -0.008 0.426
C 0.327 2.945 2.649 -0.452 1.427 0.261
C -5.835 -0.504 -1.959 0.291 0.071 -0.016
C 5.180 1.661 -2.028 -0.317 -0.111 -0.124
H 4.518 2.701 -4.607 -0.099 0.189 -0.100
H -1.455 -1.062 -2.165 -0.110 -0.200 0.211
H -4.727 -0.535 -4.722 0.023 0.090 -0.013
H 1.577 2.306 0.913 0.149 -0.143 -0.284
H -1.698 3.086 3.469 0.159 0.142 -0.385
H -5.947 -0.455 -0.871 -0.035 -0.016 -0.145
C -4.849 2.100 -2.119 0.209 -0.273 0.049
H 2.033 -0.204 4.430 -0.003 2.000 0.657
H 5.971 0.827 -4.460 0.072 -0.151 -0.157
H -1.303 -2.818 -1.923 -0.326 0.207 -0.201
H 4.690 2.359 -1.348 0.101 0.012 -0.002
P -4.292 0.378 -2.476 -0.339 0.136 -0.148
C 1.424 -1.515 -1.693 0.401 0.215 -0.998
H 4.721 -0.216 -5.203 0.092 -0.042 0.039
H 3.484 -1.641 0.609 -0.525 -0.038 -0.125
H 2.162 1.393 4.810 -1.062 0.622 -0.624
C 0.219 -2.543 1.742 0.397 0.762 0.246
C 1.341 -2.042 0.927 -2.620 -0.649 -3.098
H 2.983 1.940 -5.109 0.065 0.080 0.090
C -1.130 0.346 3.484 -1.346 2.448 -1.596
H -2.942 -3.002 0.876 -0.050 0.059 0.203
C -1.653 1.208 2.509 0.757 0.086 3.958
H 1.343 -3.020 3.684 -2.068 -2.034 -0.994
H -4.944 2.262 -1.045 -0.029 0.080 -0.049
Dy -0.123 0.259 0.707 -0.141 1.517 0.200
H 5.635 -0.794 -3.787 0.018 0.051 -0.134
H -0.498 -2.909 3.918 1.052 -1.123 -1.368
H -2.985 -1.658 2.025 0.368 -0.234 -0.213
C -1.017 -2.150 1.128 1.095 -0.851 -1.905
H 2.552 0.316 2.114 0.663 -0.061 0.347
C -1.587 -1.872 -1.432 -0.744 -0.226 -0.715
H -6.685 -0.017 -2.439 -0.127 -0.134 0.089
H -4.110 2.794 -2.526 -0.110 0.066 0.058
C 5.196 0.083 -4.268 -0.285 -0.077 0.286
```
Forces are in eV/Å.

Calculated values
- Charge: +1
- Largest force on an atom: 6.454 eV/A
- 2S+1: 6
- HOMO energy (alpha / beta): -8.96 / -9.72 eV
- <S²>: 9.80
- Frontier orbital gap (alpha / beta): 5.84 / 6.36 eV

[3]
Density functional theory data (ωB97M-V/def2-TZVPD) for a molecular structure, C24H45ClIrN4O7S2Si.

The geometry in XYZ format:
```
85
Properties=species:S:1:pos:R:3:forces:R:3
H -3.023 1.741 5.148 -0.018 -0.016 -0.008
C -0.528 5.054 -0.074 0.033 -0.076 -0.055
H -0.661 4.217 -0.768 -0.026 0.005 0.025
C 0.304 0.531 4.107 -0.053 -0.034 -0.052
C 2.283 0.376 2.594 0.015 -0.051 -0.056
H 2.933 0.911 1.902 -0.021 -0.012 0.001
O 0.466 -2.177 -0.344 -0.054 -0.051 0.377
H -3.602 -0.895 2.566 -0.020 0.015 0.004
C -1.439 -3.687 -3.671 0.091 0.039 0.117
C -2.921 4.954 0.663 -0.029 -0.043 -0.001
O -1.193 3.705 1.823 0.023 -0.133 -0.019
C -4.385 2.457 2.885 0.018 0.057 -0.016
H -3.352 -2.809 -2.147 0.034 -0.065 -0.005
H -2.061 -5.667 -3.148 0.014 -0.008 0.007
H -5.218 -0.191 2.750 0.003 -0.001 -0.007
C -1.471 4.950 1.111 -0.014 0.045 0.026
H 6.434 2.663 -1.059 -0.016 -0.009 0.007
C -1.523 -4.840 -2.686 -0.008 0.026 0.026
H 5.548 -0.115 -1.337 -0.015 0.007 -0.009
C -4.561 -1.760 -3.634 0.011 0.013 0.009
C 3.468 4.161 -0.245 0.068 0.010 -0.007
H 2.122 3.111 2.672 0.004 -0.011 0.012
H 0.725 3.236 3.757 0.021 -0.016 0.010
Cl -0.435 -2.430 0.842 -0.011 -0.023 0.188
H 3.093 5.147 -0.005 0.006 -0.008 -0.011
S -1.616 1.481 -0.353 -0.101 0.005 0.151
H -2.893 0.002 4.806 -0.016 0.014 -0.004
H -0.497 1.165 4.489 0.047 -0.013 -0.011
C -3.489 0.899 4.633 0.033 -0.010 0.048
H 2.229 2.517 4.337 0.000 0.000 -0.006
C 3.497 -0.267 -0.991 -0.029 0.037 -0.033
N 2.540 0.586 -0.680 0.088 0.304 0.108
H -1.387 7.027 1.658 0.013 -0.013 0.014
C -3.658 -1.803 -2.413 0.055 0.073 -0.049
H -4.073 -2.158 -4.524 0.003 0.000 0.004
C 1.116 1.234 3.033 -0.077 0.126 0.115
H -0.864 -3.973 -4.550 -0.004 -0.013 -0.026
S 0.026 -0.039 -2.596 0.160 -0.062 0.223
H 1.937 -0.564 2.149 0.010 0.000 0.027
C 4.838 4.005 -0.530 -0.051 0.045 0.016
H 1.551 3.193 -0.040 0.011 0.031 -0.004
H 3.358 -1.328 -1.131 -0.004 0.003 0.008
C 1.573 2.612 3.471 -0.033 0.056 -0.008
H -4.240 0.205 1.328 -0.016 0.015 0.032
H -4.479 0.742 5.059 0.014 0.001 0.003
H -5.458 -2.348 -3.443 0.013 0.003 -0.004
N -2.447 -0.971 -2.565 -0.020 -0.069 -0.088
Si -1.251 2.122 1.722 0.166 0.396 -0.034
N 4.678 0.344 -1.111 0.102 0.068 0.015
H -2.415 -3.378 -4.023 -0.093 0.081 -0.015
C -1.188 -1.319 -2.760 -0.027 -0.010 0.062
C -1.197 6.055 2.114 -0.035 0.029 0.046
H -0.529 -5.197 -2.413 -0.005 0.012 0.004
H -5.395 2.363 3.282 -0.003 0.010 -0.009
H -0.133 -0.393 3.725 0.029 0.011 0.015
C 5.381 2.777 -0.840 0.025 -0.025 -0.017
O -1.152 -1.124 0.955 0.163 -0.325 0.019
H -3.128 4.125 -0.020 0.017 0.034 0.012
H 5.482 4.874 -0.506 -0.016 -0.002 0.005
H -2.039 -4.555 -1.769 0.000 -0.018 -0.028
O 0.359 -2.655 1.996 -0.272 0.045 -0.354
C 3.146 1.847 -0.582 -0.091 -0.210 -0.017
C 4.499 1.701 -0.856 0.116 -0.123 -0.053
H -4.183 -1.400 -1.547 0.011 0.000 0.044
Ir 0.534 0.116 -0.152 -0.448 -0.047 -0.564
H -2.590 0.023 -2.456 -0.015 -0.026 -0.037
H 2.874 0.102 3.468 0.009 0.026 0.002
C -4.203 0.000 2.402 0.032 -0.058 -0.044
H -1.847 5.950 2.983 0.008 0.007 -0.019
H 0.510 5.076 0.261 -0.006 0.025 0.019
H 0.252 -2.631 -2.970 0.003 0.031 -0.091
N -0.741 -2.510 -3.109 -0.049 -0.022 0.074
H -0.159 6.023 2.447 -0.016 0.004 -0.011
C -3.612 1.181 3.148 -0.005 0.051 -0.079
H -3.591 4.883 1.518 0.012 0.018 -0.011
H -0.728 5.970 -0.628 0.017 0.009 0.013
H 0.967 0.285 4.937 -0.006 0.000 0.014
O -2.245 1.335 2.650 -0.120 -0.186 0.061
H -4.459 2.658 1.813 -0.001 -0.025 0.031
O -1.345 -3.472 0.552 0.234 0.303 -0.048
H -3.137 5.883 0.135 -0.008 -0.012 0.002
H -4.871 -0.737 -3.851 -0.002 -0.009 0.003
O 0.254 1.424 1.815 0.207 -0.205 -0.090
C 2.604 3.088 -0.266 -0.068 -0.037 0.008
H -3.904 3.306 3.375 -0.016 -0.012 -0.003
```
Forces are in eV/Å.

Calculated values
- Charge: +2
- Largest force on an atom: 0.722 eV/A
- Energy above the lowest of the compared OMol25 structures with the same formula, charge and spin: 0.0 kcal/mol
- 2S+1: 6
- HOMO energy (alpha / beta): -13.96 / -14.38 eV
- <S²>: 8.77
- Frontier orbital gap (alpha / beta): 9.37 / 5.35 eV